No. 1
The following is a quantum chemistry calculation of a single C13H12FN3O molecule, from OMol25.

```
30
Properties=species:S:1:pos:R:3:forces:R:3
O -0.185395 2.090766 3.349085 -0.095 0.235 0.176
C -0.124797 1.201222 2.527968 0.207 -0.087 -0.119
N -1.260799 0.571153 2.088721 -0.713 -0.160 -0.228
N -1.332504 -0.172062 0.927894 -0.193 -0.122 0.517
C -1.435489 0.411607 -0.323671 0.025 0.322 -0.219
C -1.212713 1.772634 -0.518927 -0.002 -0.038 0.241
C -1.257549 2.303576 -1.794408 -0.024 -0.042 -0.124
C -1.516881 1.494112 -2.886521 0.015 0.116 -0.158
C -1.735274 0.139089 -2.694377 -0.018 -0.001 0.012
C -1.697249 -0.402070 -1.425639 0.000 -0.025 0.120
N 1.075926 0.821694 1.980388 0.214 0.223 0.096
C 1.410554 -0.286201 1.199927 0.120 -0.547 -0.215
C 2.239402 -0.131322 0.091644 -0.183 -0.060 0.192
C 2.597288 -1.216014 -0.686752 0.111 -0.103 -0.069
C 2.139009 -2.483974 -0.373447 0.038 0.069 -0.056
C 1.331372 -2.667239 0.735694 -0.115 0.128 0.175
C 0.987953 -1.578808 1.511756 0.292 -0.045 -0.034
F 0.221618 -1.785814 2.607227 0.131 0.095 -0.167
H -2.113018 0.994983 2.447560 0.227 -0.043 -0.150
H -1.711198 -1.103434 1.036530 0.155 0.213 0.118
H -1.009134 2.414585 0.325475 0.010 0.040 0.066
H -1.088404 3.361262 -1.932941 0.015 0.084 -0.006
H -1.550299 1.914485 -3.879840 -0.001 0.034 -0.087
H -1.940013 -0.500891 -3.539954 -0.017 -0.059 -0.061
H -1.866066 -1.458734 -1.274671 -0.006 -0.141 -0.002
H 1.818266 1.481252 2.167373 -0.189 -0.072 0.101
H 2.592254 0.858199 -0.156681 -0.026 0.137 -0.041
H 3.233929 -1.068212 -1.545190 0.057 0.020 -0.078
H 2.413788 -3.330362 -0.982753 0.025 -0.084 -0.058
H 0.975422 -3.645481 1.018527 -0.061 -0.087 0.056
```
Positions in Å, forces in eV/Å.

## Properties
- DFT total energy (eV) = -22910.9958
- frontier orbital gap (eV) = 8.990
- SMILES = O=C(NNc1ccccc1)Nc1ccccc1F
- HOMO energy (eV) = -8.18
- M (g/mol) = 245.26
- E_LUMO (eV) = 0.81


No. 2
The following is a quantum chemistry calculation of a 5-piece molecular cluster, C7H20Cl3O6 overall in a non-equilibrium geometry, from OMol25.

```
36
Properties=species:S:1:pos:R:3:forces:R:3
Cl 0.116893 0.756158 0.638976 -0.103 -0.213 -0.024
C 3.459779 -0.748076 -0.928617 -0.131 -0.779 0.318
C 4.023347 -0.210819 0.384808 0.287 0.079 -0.690
O 3.400396 0.983229 0.777080 -0.127 -0.212 0.051
O 3.425256 0.226146 -1.954462 -0.170 0.405 0.166
H 2.460213 -1.140874 -0.684849 -0.114 0.353 -0.393
H 4.034724 -1.615316 -1.282400 0.127 0.028 0.322
H 5.090104 -0.003737 0.248471 -0.028 0.126 0.144
H 3.920386 -1.004682 1.135074 0.002 -0.016 0.038
H 2.434452 0.850756 0.703079 0.002 0.242 0.135
H 3.809343 -0.135462 -2.749974 0.046 -0.140 -0.103
C -2.653358 0.170989 3.200325 -0.666 -0.092 -0.152
C -3.744596 0.819763 2.345055 0.810 0.971 0.198
O -3.450979 0.898454 0.963466 0.207 -0.218 0.156
O -1.498676 0.971915 3.337095 0.020 -0.194 -0.362
H -2.398316 -0.820212 2.809571 -0.056 -0.084 0.083
H -3.119513 0.082625 4.187170 0.304 -0.246 0.125
H -3.812586 1.831152 2.783396 -0.174 0.044 -0.215
H -4.729346 0.370852 2.471491 0.093 -0.394 -0.069
H -2.487868 1.016412 0.858696 -0.271 0.001 -0.088
H -0.962582 0.875580 2.513148 -0.084 0.213 0.284
C -1.521018 0.175476 -4.518471 0.255 -0.117 0.337
C -0.616542 0.424672 -3.333983 0.420 0.693 0.233
O -1.296477 1.194817 -2.362357 0.061 -0.414 -0.022
O -1.711481 1.341853 -5.322068 -0.083 -0.269 -0.076
H -2.491986 -0.146055 -4.134125 -0.019 0.046 -0.136
H -1.076194 -0.641817 -5.099044 -0.171 0.051 -0.133
H 0.274430 0.990476 -3.652610 -0.042 -0.178 -0.241
H -0.235190 -0.522638 -2.929311 -0.291 -0.057 0.050
H -0.805808 1.101906 -1.527054 -0.113 0.119 0.133
H -1.152067 1.242985 -6.094681 0.037 0.144 0.004
C 0.573548 -1.737593 3.383003 0.721 0.347 0.090
Cl 2.275079 -2.226440 3.285411 0.398 -0.389 -0.120
Cl -0.412278 -2.954751 4.171339 -0.277 -0.238 0.077
H 0.629609 -0.859418 4.012696 -0.618 0.175 -0.240
H 0.249295 -1.558326 2.364639 -0.255 0.209 0.119
```
Positions in Å, forces in eV/Å.

## Properties
- DFT total energy (eV) = -57437.5486
- frontier orbital gap (eV) = 8.960
- HOMO energy (eV) = -6.14
- M (g/mol) = 306.59
- E_LUMO (eV) = 2.82
- net charge = -1


No. 3
The following is a quantum chemistry calculation of C42H105BCdF4K2N7O4S as an isolated structure in a non-equilibrium geometry, from OMol25.

```
167
Properties=species:S:1:pos:R:3:forces:R:3
K 3.537911 -3.246744 1.568416 -0.321 -0.006 0.326
K 6.924557 -5.514774 1.996743 0.101 -0.303 0.298
Cd 3.146451 -6.717315 6.263197 -1.997 0.391 1.315
S 3.757266 -4.918028 4.370865 -0.509 -0.440 0.111
O 4.854474 -4.944850 3.389001 0.453 0.253 -0.501
O 2.924690 -3.739228 4.137937 0.145 0.019 -0.004
O 2.956711 -6.192268 4.231681 -0.130 0.764 -1.722
O 4.257604 -5.017833 5.783683 1.041 1.963 -0.908
B 4.184136 -8.746008 7.121184 0.229 -0.895 1.327
F 4.986168 -7.787372 6.392390 0.910 -1.090 -0.007
F 2.943292 -8.867029 6.390619 0.256 -1.014 -0.234
F 4.779464 -9.938932 7.313289 0.146 0.100 -0.240
F 3.831306 -8.084660 8.323837 0.153 -0.141 -0.248
C 1.008269 -3.183238 -1.860663 0.116 -0.151 -0.287
C 1.441157 -4.590780 -1.476611 0.200 0.312 0.372
N 1.649187 -4.746842 -0.025343 0.011 -0.058 0.259
C 0.347957 -4.836479 0.651239 -0.049 0.565 0.271
C 0.449159 -4.698257 2.167173 -0.332 -0.703 -0.121
C 2.499881 -5.912598 0.265903 0.666 -0.194 -0.597
C 1.912709 -7.284641 -0.048395 -0.036 -0.114 -0.129
H 0.008619 -2.915618 -1.526069 -0.023 -0.050 0.019
H 1.028949 -3.133723 -2.950876 -0.144 0.178 0.020
H 1.713254 -2.437674 -1.487805 0.001 -0.019 0.051
H 0.712750 -5.322730 -1.845519 0.053 -0.003 -0.091
H 2.401298 -4.774545 -1.964853 -0.063 -0.186 -0.037
H -0.258086 -3.990780 0.323881 -0.009 -0.122 -0.268
H -0.187667 -5.743006 0.345321 0.051 -0.069 0.108
H 0.532235 -3.656998 2.475011 0.232 -0.014 0.071
H -0.469202 -5.093645 2.607796 -0.051 0.176 0.031
H 1.244939 -5.309200 2.595535 0.115 0.193 0.065
H 2.909884 -5.921791 1.282877 -0.454 0.181 0.198
H 3.395316 -5.786318 -0.363022 -0.093 0.000 -0.057
H 2.703359 -8.033294 -0.119052 0.027 0.021 0.210
H 1.426090 -7.292138 -1.024700 -0.090 0.054 0.046
H 1.195871 -7.611772 0.703095 0.000 -0.021 0.002
C -0.077843 -7.136148 5.183751 -0.819 -0.154 -0.351
C 0.237158 -5.934627 6.025943 0.281 0.441 0.239
N 1.195433 -6.214040 7.132971 -1.093 0.108 0.324
C 1.473630 -4.950824 7.863814 0.336 0.577 -0.518
C 2.550727 -5.106894 8.917094 -0.002 -0.147 -0.180
C 0.632109 -7.266578 8.010774 0.404 -0.459 0.567
C -0.679845 -6.955493 8.713270 -0.122 -0.559 -0.223
H 0.794656 -7.648389 4.782235 0.073 -0.001 0.061
H -0.688553 -6.790837 4.345025 0.196 -0.015 -0.125
H -0.733030 -7.840269 5.699108 0.258 -0.143 0.101
H 0.658517 -5.141454 5.402673 0.151 -0.025 0.084
H -0.680831 -5.528235 6.458907 -0.035 0.043 -0.006
H 0.577648 -4.449142 8.227787 -0.300 -0.367 0.207
H 1.815775 -4.260842 7.081818 0.164 0.026 0.125
H 2.265001 -5.786213 9.719993 -0.010 0.081 0.058
H 2.852798 -4.158475 9.355242 -0.170 0.069 -0.022
H 3.464140 -5.505980 8.466505 0.069 -0.016 0.146
H 0.552796 -8.198379 7.451074 -0.097 0.172 -0.236
H 1.368684 -7.518734 8.775461 0.145 0.239 -0.077
H -0.600933 -6.112618 9.395695 -0.135 0.097 -0.059
H -1.517089 -6.847520 8.021863 0.044 0.355 0.017
H -0.931212 -7.848610 9.290112 0.062 0.129 0.194
C 5.190469 -8.359951 3.044686 0.275 0.360 0.497
C 6.309933 -9.107078 2.342658 -0.387 0.281 0.025
N 6.910802 -8.330669 1.233000 0.123 -0.423 0.356
C 6.100394 -8.496294 0.028735 -0.143 -0.189 -0.395
C 6.466423 -7.485905 -1.041197 -0.204 0.065 -0.381
C 8.274265 -8.867761 1.009354 -0.185 0.836 0.000
C 9.251687 -8.404584 2.090609 0.156 -0.843 0.544
H 4.723782 -8.993475 3.800237 -0.250 -0.117 -0.262
H 4.443742 -7.931194 2.375542 -0.132 -0.224 -0.006
H 5.584927 -7.528763 3.640884 0.057 0.038 -0.190
H 7.078100 -9.314775 3.086374 0.067 -0.088 -0.086
H 5.935510 -10.069296 1.965028 0.155 -0.034 -0.010
H 6.181510 -9.516166 -0.385673 0.266 0.039 0.073
H 5.035092 -8.422693 0.261542 0.094 0.296 0.280
H 6.351133 -6.455692 -0.688296 0.055 -0.015 0.052
H 7.482089 -7.619456 -1.409256 0.054 0.087 0.082
H 5.819409 -7.581085 -1.915919 -0.049 -0.072 0.072
H 8.648339 -8.485039 0.060979 -0.160 -0.163 -0.137
H 8.196928 -9.959240 0.949742 0.320 -0.035 -0.059
H 8.985941 -7.462992 2.577098 -0.063 0.085 -0.353
H 10.272418 -8.344669 1.713590 -0.052 0.146 -0.120
H 9.298624 -9.134671 2.903964 -0.029 0.073 0.020
C 3.942268 1.009502 10.101391 -0.269 0.084 0.266
C 3.358404 0.517792 8.793057 0.190 0.079 -0.343
N 3.988482 1.108998 7.619468 0.336 0.105 0.303
C 3.717579 0.414297 6.375207 0.153 -0.451 0.034
C 4.101712 -1.067658 6.373033 -0.014 0.319 -0.012
C 3.659667 2.519968 7.516844 -0.351 0.342 -0.119
C 4.409809 3.259289 6.418341 0.067 0.051 0.071
H 5.011361 0.818778 10.189703 0.001 -0.095 -0.124
H 3.418289 0.489283 10.906043 0.130 0.041 0.128
H 3.777349 2.075820 10.250722 0.009 -0.012 0.048
H 3.507665 -0.560124 8.751024 -0.158 -0.070 -0.049
H 2.275239 0.729801 8.776123 -0.088 -0.175 0.056
H 2.651779 0.496445 6.082871 0.063 0.139 -0.071
H 4.337653 0.885443 5.612136 -0.248 0.140 -0.089
H 3.402266 -1.676985 6.944441 0.055 -0.137 -0.051
H 4.105335 -1.421439 5.340230 -0.157 -0.135 0.062
H 5.110029 -1.206007 6.767696 -0.040 0.025 0.129
H 3.856469 3.037171 8.455000 0.269 -0.270 0.087
H 2.565161 2.657720 7.383566 0.072 -0.106 -0.199
H 5.475156 3.022910 6.447049 -0.011 -0.064 0.053
H 4.313305 4.331792 6.588554 -0.059 0.014 -0.136
H 4.037840 3.028994 5.420862 -0.031 0.067 -0.005
C 10.740224 -4.541479 2.797637 0.035 -0.552 0.693
C 9.694541 -3.935888 3.723315 -0.081 0.649 -0.331
N 8.646906 -4.859144 4.170252 0.433 0.173 -0.052
C 7.688595 -4.159231 5.050226 -0.596 -0.758 0.049
C 7.087658 -2.876961 4.511202 0.392 0.325 0.406
C 9.276035 -5.945846 4.929935 0.155 -0.237 0.565
C 8.303964 -6.989721 5.456176 -0.502 -0.011 -0.808
H 11.380304 -5.230810 3.351323 0.090 0.047 -0.093
H 11.391119 -3.770221 2.394717 -0.124 0.041 -0.210
H 10.271860 -5.138718 2.010672 0.041 0.222 -0.191
H 10.175775 -3.448618 4.587860 0.086 -0.150 -0.009
H 9.214830 -3.119730 3.173926 -0.079 -0.052 0.070
H 6.857726 -4.854770 5.195052 -0.003 0.076 0.097
H 8.117715 -4.017849 6.053682 0.149 0.265 -0.132
H 6.293102 -2.559724 5.186845 -0.160 -0.178 -0.089
H 7.803471 -2.052798 4.515946 0.018 -0.033 -0.270
H 6.657176 -3.010898 3.517215 0.022 0.069 -0.029
H 9.869137 -5.534928 5.767680 -0.185 0.128 -0.006
H 10.016687 -6.459273 4.317409 -0.152 0.058 -0.236
H 7.696844 -7.358636 4.616899 0.147 -0.123 0.022
H 7.556647 -6.625588 6.158201 0.329 0.031 0.335
H 8.852616 -7.841445 5.851275 -0.076 0.033 0.228
C -0.053090 -1.478438 5.095132 0.392 0.508 0.115
C -1.208112 -1.852544 6.002112 -0.331 -0.781 -0.160
N -0.812693 -2.276354 7.342779 0.367 0.147 -0.270
C -0.247049 -1.148665 8.084496 -0.333 0.259 -0.213
C 0.081778 -1.502907 9.516948 -0.002 0.061 0.537
C -1.903090 -2.980019 8.010732 -0.208 0.147 -0.096
C -3.154331 -2.143130 8.300523 0.051 -0.601 0.190
H 0.753940 -2.211585 5.167313 -0.053 -0.058 -0.041
H 0.366540 -0.501258 5.348281 0.039 -0.040 0.070
H -0.365646 -1.390544 4.052326 -0.150 -0.157 0.050
H -1.972993 -1.062896 6.042608 0.140 0.167 -0.086
H -1.700101 -2.722796 5.549213 -0.069 0.075 0.025
H 0.626279 -0.789565 7.537096 0.210 -0.233 0.130
H -0.941366 -0.287584 8.038137 -0.015 -0.056 0.278
H 0.733167 -2.376723 9.592382 -0.066 -0.069 -0.132
H 0.574826 -0.705324 10.075493 0.084 0.189 -0.344
H -0.828464 -1.699888 10.087210 0.028 -0.154 -0.043
H -1.531812 -3.421401 8.936202 0.043 -0.022 -0.015
H -2.186312 -3.802821 7.348183 0.054 -0.112 0.094
H -3.684663 -1.918159 7.377374 0.068 0.418 0.030
H -2.886898 -1.257995 8.875062 -0.207 0.214 -0.190
H -3.855243 -2.725428 8.903464 0.080 -0.002 0.060
C 4.050237 -2.762114 12.052506 0.119 0.112 -0.024
C 4.963196 -3.968782 11.935001 -0.453 -0.671 0.175
N 5.258154 -4.370360 10.560744 -0.026 0.156 0.143
C 5.912363 -3.285551 9.824452 0.108 -0.286 0.163
C 6.230169 -3.643391 8.386761 0.445 -0.867 -0.534
C 6.048059 -5.601794 10.573603 -0.537 -0.125 -0.621
C 5.290753 -6.800501 11.129908 0.094 0.210 0.975
H 3.183453 -2.907893 11.403043 0.016 0.092 -0.016
H 4.542621 -1.828863 11.785634 -0.026 0.075 -0.036
H 3.683453 -2.654501 13.073542 0.056 -0.049 0.019
H 5.877967 -3.897209 12.552216 0.046 0.385 -0.177
H 4.416481 -4.805202 12.376919 0.015 0.025 0.017
H 5.252425 -2.419030 9.864806 0.082 0.059 -0.035
H 6.858789 -3.031862 10.339820 -0.065 0.250 -0.099
H 5.413398 -4.071912 7.796672 -0.305 0.371 0.283
H 6.669876 -2.832053 7.804712 -0.137 0.256 0.252
H 6.976328 -4.444384 8.366416 0.157 0.170 0.034
H 7.004145 -5.433276 11.097084 0.050 -0.182 -0.067
H 6.231250 -5.875681 9.534190 0.362 0.191 0.030
H 5.186420 -6.739789 12.217170 0.036 -0.049 -0.037
H 5.835924 -7.722324 10.933404 -0.074 -0.015 -0.189
H 4.280405 -6.860778 10.729480 0.089 -0.055 -0.267
```
Positions in Å, forces in eV/Å.

## Properties
- DFT total energy (eV) = -123479.0536
- frontier orbital gap (eV) = 6.786
- HOMO energy (eV) = -9.85
- M (g/mol) = 1081.83
- E_LUMO (eV) = -3.06
- net charge = +1


Which value of E_LUMO does entry 2 give? 2.82 eV


E_LUMO of number 1 (C13H12FN3O)? 0.81 eV


The lowest E_LUMO belongs to which entry? C42H105BCdF4K2N7O4S